No. 1
Entry from OMol25: a structure of composition C35H43F7N6O9S2Sr at a distorted geometry (ωB97M-V/def2-TZVPD).

Element x y z (Å)
Sr1 -1.0513 -1.4744 0.1597
C1 2.0858 -3.2111 4.8571
C2 0.8916 -2.2451 4.8527
C3 1.0644 -0.8670 4.4675
C4 2.4285 -0.2230 4.4320
C5 -0.1276 -0.1515 4.2441
C6 -0.0805 0.9604 3.2210
C7 -1.3060 -0.5394 4.9177
C8 -2.4248 0.5377 5.0013
C9 -1.4306 -1.8144 5.4905
C10 -2.7690 -2.1554 6.0721
C11 -0.3000 -2.6433 5.5151
C12 -0.4631 -4.0957 5.9447
H1 1.8210 -4.2402 4.6594
H2 2.6282 -3.1620 5.8453
H3 2.7211 -2.9384 4.0229
H4 2.9427 -0.6732 5.3037
H5 2.3901 0.8351 4.6997
H6 2.9713 -0.2026 3.4444
H7 0.5618 0.7415 2.3975
H8 0.3775 1.9065 3.6504
H9 -1.0368 1.2391 2.7448
H10 -2.9256 0.6066 5.9416
H11 -3.1439 0.4729 4.1749
H12 -1.8629 1.4760 4.9010
H13 -3.5918 -1.6523 5.5294
H14 -2.8692 -1.9258 7.1566
H15 -2.9471 -3.2000 6.0689
H16 -1.0508 -4.1285 6.8399
H17 0.4911 -4.5295 6.3868
H18 -0.9077 -4.8122 5.2206
C13 -5.5874 -3.3366 1.3084
C14 -4.4517 -2.7280 0.5688
N1 -3.4179 -2.2869 1.2983
O1 -3.3136 -2.8604 2.5866
C15 -4.4872 -2.5564 -0.8381
C16 -5.5931 -3.0684 -1.6544
N2 -3.5036 -1.8481 -1.3987
O2 -3.4022 -1.7942 -2.6400
H19 -5.2853 -3.3732 2.3862
H20 -5.8837 -4.3335 1.0246
H21 -6.5727 -2.8862 1.2983
H22 -2.4466 -3.3346 2.4625
H23 -6.4711 -3.1252 -0.9659
H24 -5.4669 -4.0988 -2.0242
H25 -5.6406 -2.3927 -2.5352
F1 3.3071 0.8212 -4.3664
C17 2.5677 1.6171 -3.5684
C18 1.8516 1.1738 -2.4627
C19 1.0723 2.1117 -1.6946
C20 0.1999 1.5608 -0.7036
O3 0.3686 0.4532 -0.1464
C21 -0.9668 2.4667 -0.3457
C22 -0.9559 3.7551 -0.8073
N3 -0.0256 4.2298 -1.6859
C23 -0.3247 5.4845 -2.2882
C24 0.5431 6.7344 -2.0225
C25 -0.7969 6.5841 -1.4066
C26 1.0514 3.4617 -2.1723
C27 1.8045 3.9123 -3.2724
C28 2.5901 2.9705 -4.0738
N4 3.4638 3.3922 -5.0413
C29 3.4360 2.8563 -6.4422
C30 4.8479 2.7429 -6.9480
N5 5.5066 4.0847 -7.0023
C31 5.0000 5.0405 -5.9074
C32 4.5989 4.2798 -4.6720
C33 -2.1205 1.8602 0.4390
O4 -2.6295 2.5496 1.3166
O5 -2.5272 0.6985 0.0153
H26 1.8450 0.0965 -2.1885
H27 -1.6954 4.4394 -0.4531
H28 -0.5905 5.5783 -3.3547
H29 0.4863 7.3576 -2.9350
H30 1.4182 6.7530 -1.3913
H31 -1.6035 7.1895 -1.8941
H32 -0.8190 6.4359 -0.2976
H33 1.8854 4.9666 -3.4432
H34 2.8260 3.4890 -7.0910
H35 2.9382 1.9081 -6.4920
H36 4.9181 2.2335 -7.9449
H37 5.4010 2.1789 -6.1764
H38 5.2061 4.5115 -7.8937
H39 6.5292 4.0609 -7.0652
H40 4.1399 5.5974 -6.3620
H41 5.7812 5.7894 -5.5761
H42 4.2151 4.9666 -3.8904
H43 5.4448 3.6942 -4.3029
F2 0.4266 -3.3744 -4.1442
C34 -0.1598 -3.9652 -3.0837
F3 -0.5341 -5.1491 -3.4169
F4 -1.2500 -3.2835 -2.7311
S1 1.0307 -4.0089 -1.4911
O6 0.9283 -2.6189 -1.0462
O7 2.3339 -4.4711 -1.8028
N6 0.3610 -4.7860 -0.2865
S2 -0.3133 -4.5435 1.0276
O8 -1.7851 -4.2501 0.9211
O9 0.3295 -3.5200 1.8602
C35 -0.6556 -6.2089 2.0970
F5 -1.6379 -6.8965 1.5064
F6 0.3713 -7.0318 2.3147
F7 -1.1971 -5.8473 3.2464

The calculation puts the energy relative to the best compared isomer or geometry (same formula, charge and spin) at 316.5 kJ/mol. The maximum force comes out at 0.103 hartree/bohr. As for the gap between HOMO and LUMO: 2.7 eV. As for the net charge: 0. Its highest occupied orbital energy is -0.186 hartree.

Here are the Mulliken charges for atoms 1 to 5, given in e: 1.9331, -2.4212, 1.2678, 0.3267, -1.7489

***

No. 2
Entry from OMol25: a cluster of 5 separate species, C26H43IN4P2 in total (ωB97M-V/def2-TZVPD).

Element x y z (Å)
C1 5.0089 -1.9066 0.4224
C2 3.9733 -2.3806 1.4576
C3 2.5844 -1.7163 1.3610
C4 1.4777 -2.6395 0.8094
C5 1.7983 -3.1717 -0.6012
P1 -0.1350 -1.7386 0.9704
C6 -0.1473 -0.6176 -0.5085
C7 -1.0356 0.6079 -0.2564
C8 -0.9639 1.6731 -1.3494
I1 0.8824 2.7448 -1.2053
P2 -1.5799 -3.3142 0.6154
C9 -3.1367 -2.3434 0.6859
C10 -1.5402 -3.7635 -1.1793
H1 6.0320 -2.0017 0.8020
H2 4.9572 -2.4874 -0.5078
H3 4.8422 -0.8566 0.1584
H4 4.3719 -2.1894 2.4601
H5 3.8517 -3.4702 1.3725
H6 2.6596 -0.8319 0.7100
H7 2.2744 -1.3421 2.3433
H8 1.3779 -3.4969 1.4905
H9 2.8794 -3.1954 -0.7798
H10 1.3532 -2.5637 -1.3925
H11 1.4314 -4.1961 -0.7305
H12 0.8925 -0.3210 -0.7154
H13 -0.5012 -1.1379 -1.4123
H14 -0.7960 1.0563 0.7135
H15 -2.0830 0.2784 -0.2015
H16 -1.7544 2.4195 -1.2957
H17 -0.9670 1.2277 -2.3501
H18 -3.1733 -1.7993 1.6354
H19 -3.9701 -3.0499 0.6509
H20 -3.2622 -1.6248 -0.1309
H21 -0.8099 -3.1784 -1.7451
H22 -2.5253 -3.5912 -1.6300
H23 -1.3017 -4.8263 -1.2754
C11 -0.3790 3.1422 -6.9573
C12 -1.0292 1.9054 -6.6944
C13 -0.6405 1.4982 -5.4461
N1 0.2119 2.4437 -4.9436
C14 0.3811 3.4455 -5.8596
H24 -0.4628 3.7399 -7.8491
H25 -1.7020 1.3763 -7.3480
H26 -0.9008 0.6213 -4.8777
H27 0.6347 2.4207 -4.0318
H28 1.0166 4.2887 -5.6505
C15 -3.6256 3.6544 -3.1998
C16 -4.3088 4.4595 -2.2464
C17 -3.3738 5.2574 -1.6420
N2 -2.1565 4.9645 -2.1937
C18 -2.2988 3.9907 -3.1446
H29 -4.0571 2.9158 -3.8548
H30 -5.3642 4.4549 -2.0316
H31 -3.4724 6.0043 -0.8734
H32 -1.2875 5.3942 -1.9373
H33 -1.4499 3.6115 -3.6863
C19 2.6915 0.2840 3.9432
C20 3.9867 0.4937 3.3933
C21 3.8189 1.1035 2.1777
N3 2.4775 1.2686 1.9738
C22 1.7826 0.7722 3.0415
H34 2.4553 -0.1728 4.8899
H35 4.9307 0.2294 3.8400
H36 4.5383 1.4304 1.4467
H37 2.0578 1.6686 1.1520
H38 0.7061 0.7996 3.0701
C23 -1.3543 -1.5547 6.7275
C24 -0.7222 -1.3186 5.4751
C25 -1.6022 -1.6933 4.4949
N4 -2.7387 -2.1459 5.1073
C26 -2.5973 -2.0664 6.4664
H39 -0.9428 -1.3718 7.7059
H40 0.2656 -0.9200 5.3095
H41 -1.4955 -1.6701 3.4235
H42 -3.5487 -2.4956 4.6327
H43 -3.3863 -2.3790 7.1283

The maximum force comes out at 0.011 hartree/bohr. As for the gap between HOMO and LUMO: 8.2 eV. As for the net charge: 0. Its highest occupied orbital energy is -0.299 hartree.

Here are the Mulliken charges for atoms 1 to 5, given in e: -1.2117, -0.9733, 0.2733, 0.0943, -1.2413

***

No. 3
Entry from OMol25: a structure of composition C12H20Cl2O4Re at a distorted geometry (ωB97M-V/def2-TZVPD).

Element x y z (Å)
C1 0.6328 -1.3915 -2.5683
C2 1.5052 -0.2442 -2.7826
C3 0.7465 0.9796 -2.5551
C4 2.9817 -0.2858 -2.9145
C5 -0.5785 0.5726 -2.1608
C6 -0.6442 -0.8800 -2.1664
C7 -1.8529 -1.6619 -1.8419
C8 0.9881 -2.8342 -2.5941
C9 1.2059 2.3817 -2.6233
C10 -1.7114 1.4669 -1.8540
Re1 0.8449 -0.1706 -0.7909
Cl1 1.4239 1.3158 0.6737
Cl2 0.9512 -1.9094 0.7545
O1 -1.4965 2.3529 1.7416
H1 3.3028 -1.3180 -3.1138
H2 3.4641 0.0679 -1.9779
H3 3.2965 0.3669 -3.7328
H4 2.2013 2.4998 -2.1969
H5 0.5112 3.0288 -2.0775
H6 1.2416 2.7466 -3.6507
H7 -1.4303 2.2949 -1.1973
H8 -2.4969 0.9170 -1.3377
H9 -2.1555 1.8899 -2.7678
H10 -2.5536 -1.0699 -1.2429
H11 -1.6058 -2.5797 -1.3018
H12 -2.3621 -1.9396 -2.7757
H13 2.0216 -3.0241 -2.2852
H14 0.8608 -3.1866 -3.6215
H15 0.2954 -3.4087 -1.9646
H16 -2.9481 0.2835 1.8507
O2 -3.0682 -0.5789 2.2950
H17 -2.2213 -1.0260 2.1671
C11 0.5349 1.3438 4.3328
O3 -0.2762 1.0971 3.2202
C12 -0.8351 2.3518 2.7932
O4 -0.5055 3.2195 3.6441
H18 0.9572 0.3725 4.5951
H19 0.0030 1.7559 5.1993
H20 1.3523 2.0419 4.1142

The calculation puts the energy relative to the best compared isomer or geometry (same formula, charge and spin) at 0.0 kJ/mol. The maximum force comes out at 0.061 hartree/bohr. Its spin multiplicity is 4. As for the gap between HOMO and LUMO (alpha / beta): 2.5 / 7.2 eV. As for the net charge: -2. Its highest occupied orbital energy (alpha / beta) is 0.102 / -0.089 hartree.

Here are the Mulliken charges for atoms 1 to 5, given in e: 2.7599, 0.2128, 0.8634, -1.3135, -0.4391

***

No. 4
Entry from OMol25: a cluster of 2 separate species, C8H18Cl2OP in total at a distorted geometry (ωB97M-V/def2-TZVPD).

Element x y z (Å)
C1 2.8655 1.8946 -0.8796
C2 0.5844 0.9994 -0.6135
C3 1.2909 2.8413 0.8987
C4 -0.7157 -1.9552 -1.3561
C5 -0.8105 -2.8615 0.9537
C6 -2.4530 -1.0245 0.4039
C7 1.5506 1.9120 -0.2218
C8 -1.0313 -1.5923 0.0773
O1 -0.2141 0.2937 1.9327
P1 0.1994 -0.3810 0.6521
Cl1 1.9910 -1.2608 0.8143
Cl2 -2.0144 2.6114 1.0386
H1 3.5553 2.6520 -0.7851
H2 2.8620 1.2639 -1.9215
H3 3.3342 1.0890 -0.2369
H4 0.8688 0.4405 -1.5946
H5 -0.5054 1.3179 -0.5980
H6 -1.4822 1.6139 1.7268
H7 1.2875 2.2921 1.8515
H8 2.0632 3.5698 0.8806
H9 0.3728 3.4449 0.6253
H10 -0.2068 -1.1231 -2.0092
H11 -1.8209 -2.0281 -1.8162
H12 -0.2256 -2.9674 -1.5370
H13 0.2224 -3.1629 0.7743
H14 -1.5163 -3.5170 0.5410
H15 -0.9341 -2.7487 2.0435
H16 -2.7632 -0.1838 -0.3848
H17 -3.2044 -1.7502 0.4317
H18 -2.4659 -0.6021 1.3891

The calculation puts the energy relative to the best compared isomer or geometry (same formula, charge and spin) at 0.0 kJ/mol. The maximum force comes out at 0.106 hartree/bohr. As for the gap between HOMO and LUMO: 8.7 eV. As for the net charge: +1. Its highest occupied orbital energy is -0.529 hartree.

Here are the Mulliken charges for atoms 1 to 5, given in e: -1.2682, -0.2110, -1.1284, -1.2281, -1.9414

***

No. 5
Entry from OMol25: the molecule C4H7NO at a distorted geometry (ωB97M-V/def2-TZVPD).

Element x y z (Å)
C1 -0.0532 -0.3074 0.5208
C2 -2.1060 0.9419 0.0048
N1 -0.6810 0.7326 -0.0602
O1 3.2497 -0.7686 -0.8886
C3 2.1973 -0.0533 -0.5465
C4 1.2780 -0.5738 0.3403
H1 3.1940 -1.7117 -0.6234
H2 -0.1580 1.1822 -0.7996
H3 -0.5991 -0.7636 1.3422
H4 1.1209 -1.6917 0.6255
H5 -2.4855 0.5747 0.9586
H6 -2.6352 0.4293 -0.8089
H7 -2.3218 2.0095 -0.0651

The calculation puts the energy relative to the best compared isomer or geometry (same formula, charge and spin) at 420.5 kJ/mol. The maximum force comes out at 0.095 hartree/bohr. As for the gap between HOMO and LUMO: 8.0 eV. As for the net charge: 0. Its highest occupied orbital energy is -0.277 hartree.

Here are the Mulliken charges for atoms 1 to 5, given in e: 0.1633, -0.7416, -0.1624, -0.1899, -0.5852

***

No. 6
Entry from OMol25: a cluster of 2 separate species, C9H15N2O3 in total at a distorted geometry (ωB97M-V/def2-TZVPD).

Element x y z (Å)
C1 1.1376 -1.1409 1.0999
C2 1.3080 0.3642 0.8682
C3 2.7540 0.5940 0.4983
C4 0.5356 0.9192 -0.3594
C5 -0.6436 0.1108 -0.8057
N1 -1.8248 0.2533 0.0798
C6 -2.1560 1.2400 0.9695
C7 -3.3282 0.8700 1.5268
N2 -3.6893 -0.3308 0.9836
C8 -2.7557 -0.6674 0.0847
H1 1.1741 -1.7176 0.1722
H2 0.2551 -1.3875 1.7060
H3 1.9889 -1.4719 1.7015
H4 1.0723 0.8703 1.8128
H5 2.8722 1.5437 -0.0192
H6 2.9785 -0.2075 -0.2071
H7 3.4410 0.5194 1.3465
H8 0.2324 1.9449 -0.1048
H9 1.2321 1.0119 -1.2116
H10 -0.9353 0.4823 -1.7910
H11 -0.4047 -0.9408 -0.9572
H12 -1.5684 2.1174 1.1454
H13 -3.9080 1.3826 2.2691
H14 -4.5170 -0.8524 1.2048
H15 -2.7807 -1.5520 -0.5225
C9 1.8796 -1.0056 -2.8720
O1 1.1585 -1.4927 -1.8946
O2 2.2279 0.2562 -2.8528
O3 2.2640 -1.7132 -3.8711

The calculation puts the energy relative to the best compared isomer or geometry (same formula, charge and spin) at 301.6 kJ/mol. The maximum force comes out at 0.038 hartree/bohr. As for the gap between HOMO and LUMO: 2.5 eV. As for the net charge: -1. Its highest occupied orbital energy is -0.036 hartree.

Here are the Mulliken charges for atoms 1 to 5, given in e: -1.3874, 0.8501, -1.6876, -0.7042, -1.0730